107
Properties=species:S:1:pos:R:3 method="wB97M-V/def2-TZVPD" relative_energy_kj_mol=30.2 gap_ev="4.745 / 4.072" total_charge=-1 spin_multiplicity=2
Rb 1.397 -1.823 -0.180
C -1.815 6.057 0.437
C -0.556 5.439 1.113
C -0.892 5.186 2.604
C 0.622 6.474 1.054
C -0.120 4.135 0.444
C -0.227 2.879 1.054
C 0.198 1.707 0.427
N 0.179 0.478 1.008
C -0.724 0.023 1.869
C -1.996 0.617 1.919
C -2.980 0.129 2.780
C -2.680 -1.078 3.441
C -1.514 -1.789 3.350
C -0.374 -1.212 2.588
O 0.749 -1.743 2.561
C -1.309 -3.098 4.063
C -2.664 -3.841 4.209
C -0.752 -2.757 5.424
C -0.399 -4.107 3.354
C -4.323 0.827 3.015
C -5.463 -0.113 2.580
C -4.428 1.156 4.514
C -4.399 2.168 2.254
C 0.950 1.736 -0.848
O 1.273 0.698 -1.431
C 1.043 3.117 -1.479
C 0.455 4.180 -0.831
C 1.554 3.275 -2.910
C 0.362 3.326 -3.907
C 2.327 4.611 -2.969
C 2.608 2.183 -3.338
H -2.077 6.969 0.944
H -2.696 5.382 0.562
H -1.672 6.346 -0.616
H -1.288 6.137 3.016
H -0.066 4.992 3.281
H -1.617 4.325 2.698
H 0.430 7.333 1.747
H 0.733 6.948 0.069
H 1.600 6.035 1.291
H -0.731 2.852 1.988
H -2.252 1.501 1.311
H -3.485 -1.554 3.994
H -3.344 -3.236 4.803
H -2.452 -4.815 4.644
H -3.123 -3.970 3.192
H -1.407 -2.088 6.017
H 0.223 -2.241 5.283
H -0.584 -3.638 6.048
H -0.689 -4.314 2.338
H -0.375 -4.996 3.941
H 0.641 -3.710 3.237
H -5.515 -0.987 3.238
H -5.270 -0.517 1.566
H -6.411 0.418 2.538
H -4.515 0.236 5.118
H -5.383 1.710 4.708
H -3.613 1.819 4.888
H -4.379 1.944 1.171
H -3.580 2.838 2.486
H -5.330 2.693 2.504
H 0.415 5.139 -1.366
H -0.393 3.989 -3.475
H -0.074 2.342 -4.038
H 0.674 3.742 -4.864
H 1.798 5.534 -2.704
H 2.700 4.836 -3.985
H 3.227 4.551 -2.342
H 2.165 1.183 -3.503
H 3.366 2.070 -2.560
H 3.112 2.526 -4.226
N 3.572 -1.718 -4.672
C 2.301 -1.859 -5.225
C 1.795 -1.576 -6.493
C 0.420 -1.847 -6.681
C -0.331 -2.409 -5.677
C 0.166 -2.604 -4.368
C 1.490 -2.306 -4.135
N 2.302 -2.372 -2.993
C 3.556 -2.061 -3.346
C 4.754 -2.006 -2.528
C 6.050 -2.160 -2.973
S 7.262 -1.790 -1.794
C 5.891 -1.516 -0.700
N 4.682 -1.595 -1.190
H 4.417 -1.335 -5.144
H 2.470 -1.222 -7.281
H -0.073 -1.612 -7.629
H -1.396 -2.613 -5.871
H -0.470 -2.997 -3.576
H 6.359 -2.524 -3.940
H 5.981 -1.272 0.360
O 2.765 -4.696 -0.470
N 3.469 -5.366 0.314
C 4.251 -6.296 -0.309
C 4.043 -6.462 -1.679
N 3.990 -6.569 -2.840
C 4.901 -7.296 0.457
N 5.463 -8.084 1.117
F -1.586 -1.812 -0.115
P -2.173 -3.289 -0.589
F -1.216 -3.266 -1.906
F -0.817 -3.933 0.256
F -3.400 -2.649 -1.368
F -2.718 -4.805 -0.968
F -3.040 -3.242 0.842